(w)
DFT (ωB97M-V/def2-TZVPD) results for 2 unconnected molecules or ions with the total composition C6H14O.

Values from the calculation:
- lowest unoccupied orbital energy (hartree) = 0.0291
- 2S+1 = 1
- gap between HOMO and LUMO (eV) = 9.75
- net charge = 0
- structure (SMILES) = C/C=C(\C)CC.O

Structure (XYZ):
```
21
C6H14O | OMol25 | ωB97M-V/def2-TZVPD
C 1.4976 0.1031 1.8267
C 0.9524 0.4575 0.4705
C -0.1077 -0.3210 -0.1788
C 0.0888 -1.2181 -1.1899
C -0.8120 -2.0547 -2.0352
C -1.2956 -0.4634 0.7621
H 2.3704 0.7343 2.1934
H 1.6836 -0.9783 1.7347
H 0.7803 0.1691 2.6802
H 0.7722 1.5031 0.2879
H 1.8392 0.4461 -0.2971
H 1.2180 -1.0682 -1.4280
H -1.7314 -1.5704 -1.9927
H -0.5309 -1.9741 -3.0534
H -0.8897 -3.0631 -1.6753
H -1.0052 -0.8325 1.8341
H -1.9399 -1.2573 0.4421
H -1.8725 0.5485 0.8606
H -0.6508 3.2525 0.2256
H -0.1798 3.6574 -1.2121
O -0.1870 3.9293 -0.2553
```

=====

(x)
DFT (ωB97M-V/def2-TZVPD) results for 2 unconnected molecules or ions with the total composition C6H14O.

Values from the calculation:
- lowest unoccupied orbital energy (hartree) = 0.0286
- 2S+1 = 1
- gap between HOMO and LUMO (eV) = 9.08
- net charge = 0
- structure (SMILES) = C=C(CC)CC.O

Structure (XYZ):
```
21
C6H14O | OMol25 | ωB97M-V/def2-TZVPD
C 1.4070 1.8787 -0.3323
C -0.0360 1.3630 -0.0658
C -0.2985 -0.0688 -0.4957
C 0.5772 -0.6070 -1.4224
C -1.4792 -0.8551 -0.0968
C -2.7786 -0.0353 -0.3856
H 2.1586 1.3705 0.2790
H 1.7198 1.8757 -1.3827
H 1.5124 2.8928 0.0469
H -0.6074 2.0457 -0.6763
H -0.2828 1.3889 0.9872
H 1.5763 -0.4456 -1.0701
H 0.1336 -1.2051 -2.2066
H -1.5329 -1.7390 -0.7681
H -1.3583 -1.2777 0.9061
H -2.6307 0.5731 -1.3038
H -3.6056 -0.7140 -0.6050
H -2.9890 0.5981 0.4740
H 1.8843 -1.5597 1.3310
H 1.6819 -1.9798 2.7849
O 2.2716 -1.4914 2.2132
```

=====

Most stable one: (w), least stable one: (x).